37
Properties=species:S:1:pos:R:3:forces:R:3 method="wB97M-V/def2-TZVPD" total_charge=+2 lumo_ev="-8.06 / -7.94" e_homo_ev="-13.963 / -13.989" orbital_gap_ev="5.91 / 6.05" multiplicity=5
C -2.255 -2.020 -4.994 -0.3 -0.6 -0.2
I -1.308 -0.782 -3.385 -0.4 -0.3 -0.7
H -2.211 -3.068 -4.689 0.2 0.4 0.2
H -1.728 -1.896 -5.946 0.3 0.4 0.6
H -3.298 -1.720 -5.129 0.3 0.3 0.5
Ho -0.071 -0.441 0.025 0.6 -1.4 2.4
P 2.257 -0.529 -0.982 2.8 -0.2 -1.0
C 2.924 0.636 -2.200 0.0 0.2 -0.1
C 3.504 -0.721 0.369 -0.3 0.2 0.2
H 4.474 -1.069 -0.034 -0.5 0.2 0.2
H 3.206 -2.486 -2.111 -0.6 0.0 0.1
H 3.121 -1.432 1.131 0.3 0.2 -0.5
H 1.797 -2.949 -1.073 0.4 0.2 -0.3
H 2.982 1.627 -1.697 0.2 -0.6 -0.4
H 3.593 0.253 0.892 0.1 -0.5 -0.4
C 2.188 -2.198 -1.790 -0.3 0.2 0.0
H 3.922 0.293 -2.556 -0.7 0.4 0.1
H 1.477 -2.162 -2.642 0.6 0.0 0.3
H 2.188 0.720 -3.031 0.7 -0.1 0.4
P -2.238 0.373 1.089 -2.4 0.9 1.5
C -3.156 1.860 0.610 -0.1 0.2 -0.2
C -3.329 -1.090 0.765 0.3 0.1 -0.3
H -1.507 -0.495 3.266 -0.5 0.4 -0.1
H -3.066 0.434 3.435 0.5 0.0 -0.3
H -1.444 1.261 3.222 -0.5 -0.3 -0.1
C -2.078 0.398 2.937 0.5 0.0 -0.2
H -2.806 -2.025 1.060 -0.4 0.4 0.0
H -4.263 -0.981 1.349 0.4 -0.2 -0.4
H -4.121 1.912 1.162 0.6 0.2 -0.5
H -3.303 1.830 -0.493 -0.2 0.1 0.7
H -3.533 -1.155 -0.323 -0.1 0.1 0.6
H -2.501 2.730 0.840 -0.6 -0.4 0.0
C -0.176 1.641 -1.103 -0.3 5.1 -2.8
O -0.232 2.652 -1.663 0.3 -4.1 2.4
Se 1.920 1.905 4.186 0.1 0.2 0.1
C 1.327 1.249 2.730 -0.3 -0.7 -0.5
N 0.900 0.698 1.745 -0.7 -0.7 -1.3